1.
A structure of composition C3H6O, computed with ωB97M-V with the def2-TZVPD basis set.

## Properties
Charge: 0
LUMO, eV: -1.0
HOMO level, eV: -8.83
Gap between HOMO and LUMO, eV: 7.87
Calculated total energy, Eh: -192.93794

Element x y z (Å)
C: 1.38838 -0.48892 0.52917
C: 0.35482 0.32561 0.93495
C: -0.02728 0.40161 -0.42454
O: -0.73644 -0.47475 -1.01940
H: 1.39213 -1.57029 0.64503
H: 0.29452 1.30250 -1.00602
H: 2.34004 0.01555 0.29779
H: -3.88484 1.41829 0.27583
H: -4.28973 0.95217 -0.09903
H: -0.25610 0.25002 1.80410

Results of the Löwdin charge analysis, in e, for atoms 1 through 5: C 0.04; C -0.08; C -0.37; O -0.02; H 0.10

---

2.
The molecule C22H22N4O3, computed with ωB97M-V with the def2-TZVPD basis set.

## Properties
Charge: 0
LUMO, eV: 0.4
HOMO level, eV: -7.91
SMILES: N[C@@H](Cc1c[nH]c2ccccc12)C(=O)N[C@@H](Cc1c[nH]c2ccccc12)C(=O)O
Gap between HOMO and LUMO, eV: 8.36
Calculated total energy, Eh: -1296.33698

Element x y z (Å)
N: -0.36456 -0.75965 3.77765
C: -0.81132 -0.36232 2.45902
C: 0.21456 0.78189 2.10745
C: -0.12719 1.68614 0.92934
C: 0.56805 1.85542 -0.24231
N: -0.13382 2.70859 -1.06260
C: -1.24189 3.20461 -0.42895
C: -2.20717 4.16987 -0.78304
C: -3.18801 4.44873 0.17655
C: -3.16880 3.86982 1.47035
C: -2.18767 2.97205 1.83029
C: -1.23114 2.61386 0.87286
C: -0.71518 -1.50089 1.47407
O: -0.19928 -2.60830 1.77631
N: -1.09187 -1.15085 0.22610
C: -1.32769 -2.16587 -0.77299
C: -0.04683 -2.98046 -1.18435
C: 1.02513 -2.08229 -1.85474
C: 1.00385 -1.73587 -3.19157
N: 2.05385 -0.85780 -3.43599
C: 2.84470 -0.71180 -2.31088
C: 4.08298 -0.10331 -2.00585
C: 4.67626 -0.34367 -0.78352
C: 4.00371 -0.99250 0.21396
C: 2.77112 -1.58676 -0.00556
C: 2.21727 -1.45810 -1.29358
C: -2.45959 -3.08243 -0.46107
O: -2.67907 -4.05092 -1.12553
O: -3.21238 -2.67847 0.57462
H: 0.61092 -1.14502 3.62321
H: -0.95047 -1.54416 4.09009
H: -1.83599 0.03024 2.48438
H: 1.22138 0.35325 1.95072
H: 0.15181 1.43253 3.01135
H: 1.54948 1.54846 -0.52454
H: 0.28758 3.11721 -1.90817
H: -2.27983 4.52773 -1.80056
H: -3.88138 5.24779 -0.09281
H: -3.92280 4.17871 2.19581
H: -2.10043 2.61449 2.86683
H: -1.76625 -0.37076 0.17779
H: -1.69693 -1.64020 -1.66523
H: 0.35858 -3.59466 -0.38854
H: -0.30424 -3.72810 -1.93578
H: 0.27649 -1.96709 -3.96437
H: 2.23439 -0.40864 -4.31731
H: 4.56896 0.56612 -2.73201
H: 5.65198 0.05013 -0.58140
H: 4.52352 -1.08283 1.17544
H: 2.26916 -2.11214 0.80462
H: -4.03395 -3.17183 0.58444

Results of the Löwdin charge analysis, in e, for atoms 1 through 5: N 0.03; C -0.33; C -0.08; C -0.18; C -0.04

---

3.
A structure of composition C4H4S, computed with ωB97M-V with the def2-TZVPD basis set.

## Properties
Charge: 0
LUMO, eV: 0.4
HOMO level, eV: -8.14
Gap between HOMO and LUMO, eV: 8.54
Calculated total energy, Eh: -552.83944

Element x y z (Å)
C: 0.23349 -0.69612 0.70382
C: 0.36090 0.64129 0.66223
C: -0.89680 -0.91514 -0.33828
C: -0.74920 1.00029 -0.25493
S: -2.32270 -0.02540 0.23701
H: 0.65091 -1.36903 1.35488
H: 0.91903 1.44062 1.07647
H: -0.67394 -1.33558 -1.26506
H: -1.00756 1.57208 -1.12073

Results of the Löwdin charge analysis, in e, for atoms 1 through 5: C -0.14; C -0.16; C -0.43; C -0.29; S 0.78